The following is a quantum chemistry calculation of the molecule C5H10O2, from the OMol25 dataset.

XYZ file:
```
17
Properties=species:S:1:pos:R:3:forces:R:3:mulliken_charge:R:1
O -0.98593 0.70234 -2.53105 0.3 0.1 0.1 -0.52
C -1.28981 0.32387 -1.20739 0.0 -0.1 0.6 -0.53
C -0.23120 0.84858 -0.22814 -0.4 0.2 0.7 0.30
C -0.28639 0.40727 1.20558 0.3 -1.4 0.7 -0.75
C 0.50895 -0.98581 1.30337 -1.0 1.4 -0.2 -0.55
C 1.48491 -0.83134 0.13236 -0.5 1.7 -1.1 -0.38
O 1.07635 0.51151 -0.65131 0.6 -1.8 1.1 -0.55
H -0.01831 0.70906 -2.57834 -0.1 -0.1 -0.1 0.35
H -1.38588 -0.77375 -1.12587 0.1 0.1 0.0 0.25
H -2.26466 0.75903 -0.95376 0.1 -0.1 0.0 0.30
H -0.41175 1.92335 -0.02407 0.7 0.1 -1.4 0.25
H -1.31878 0.45430 1.57702 0.3 -0.4 0.2 0.39
H 0.33487 1.12743 1.75500 -0.4 -0.1 0.0 0.31
H -0.15977 -1.85356 1.20933 0.3 0.3 -0.1 0.28
H 0.99615 -1.01855 2.29014 0.0 -0.2 -0.5 0.31
H 1.42545 -1.63037 -0.61449 0.0 0.2 0.2 0.25
H 2.52580 -0.67336 0.44163 -0.4 0.1 -0.2 0.28
```
Forces are in eV/Å.

strongest force on any atom	2.2	eV Å⁻¹
SMILES	OC[C@H]1CCCO1
gap between HOMO and LUMO	10.7	eV
LUMO	0.942	eV
ΔE to the lowest compared entry with this formula, charge and spin	202.8	kJ/mol

The following is a quantum chemistry calculation of a cluster of 6 separate species, CH13O5S in total, from the OMol25 dataset.

XYZ file:
```
20
Properties=species:S:1:pos:R:3:forces:R:3:lowdin_spin:R:1
C 0.31920 0.61043 2.96160 0.2 0.2 1.0 0.10
S -0.26050 -0.75421 1.94127 0.1 0.6 0.8 0.81
H -0.56465 1.26904 3.06268 0.4 -0.1 0.0 0.03
H 1.14776 1.19461 2.55382 -0.3 -0.1 -0.5 0.01
H 0.65984 0.33672 3.98976 -0.6 -0.2 -0.8 0.00
H -0.10965 -2.27089 0.25160 0.3 -0.7 -1.0 0.00
H 1.31942 -2.22172 -0.20936 0.2 -0.2 -0.4 0.00
O 0.47582 -2.62420 -0.45569 -0.3 0.5 1.0 0.01
H 1.66345 1.07040 -0.51765 0.5 0.0 -0.1 0.00
H 1.26225 -0.08182 0.30199 0.0 -0.3 0.0 0.01
O 1.95572 0.16324 -0.32667 -0.4 0.6 0.1 0.01
H -2.16973 1.81084 -0.19227 0.4 -0.2 -0.4 0.00
H -1.19338 0.66056 0.08706 0.0 0.4 -0.5 0.01
O -1.43576 1.31711 -0.60169 -0.3 -0.2 0.9 0.01
H -0.21342 1.40240 -2.42510 0.3 0.0 -0.2 0.00
H 1.10998 0.67030 -2.28577 0.1 -0.3 -0.2 0.00
O 0.65484 1.30233 -2.85082 -0.4 0.1 0.3 0.00
H -0.88169 -1.67746 -1.84961 -0.2 -0.5 0.0 0.00
H -1.89279 -0.61282 -1.61992 -0.4 -0.3 -0.2 0.00
O -1.84669 -1.56485 -1.81524 0.5 0.8 0.3 0.00
```
Forces are in eV/Å.

strongest force on any atom	1.3	eV Å⁻¹
multiplicity	2
gap between HOMO and LUMO (spin up / spin down)	10.8 / 7.0	eV
LUMO (spin up / spin down)	-0.075 / -3.557	eV
⟨S²⟩	0.75
ΔE to the lowest compared entry with this formula, charge and spin	33.6	kJ/mol

The following is a quantum chemistry calculation of a cluster of 7 separate species, C29H45ClO20 in total, from the OMol25 dataset.

XYZ file:
```
95
Properties=species:S:1:pos:R:3:forces:R:3:mulliken_charge:R:1
C -4.37170 0.81528 -0.57242 -0.1 1.1 -1.3 -0.55
O -3.71675 1.20320 0.70932 -0.5 2.9 -1.3 -0.26
C -3.68816 2.68882 0.72535 -3.6 1.6 3.8 0.43
O -4.50986 3.30885 1.59124 5.6 -3.8 -5.7 -0.56
C -2.61507 3.41565 -0.27725 0.7 0.6 0.1 -0.42
C -3.02440 4.92721 -0.76080 -1.2 -0.2 0.5 0.13
C -4.30334 5.00654 -1.78692 0.4 0.8 -0.5 -0.70
Cl -1.52807 5.60313 -1.69805 -1.0 -0.6 0.9 -0.34
H -5.26044 1.59055 -0.71450 1.5 -2.1 0.1 0.26
H -3.59705 0.99054 -1.45813 -1.9 -0.6 1.9 0.21
H -4.73008 -0.30491 -0.56277 0.8 2.4 0.4 0.24
H -1.60208 3.52591 0.34186 -2.2 -0.4 -1.2 0.32
H -2.33617 2.78499 -1.23890 -0.9 1.3 2.4 0.30
H -3.21334 5.66849 0.13769 0.6 -1.7 -1.8 0.43
H -4.86099 3.98997 -1.94473 1.0 1.9 0.6 0.14
H -3.89718 5.33028 -2.85526 -1.0 -0.7 2.5 0.19
H -5.03176 5.86889 -1.40799 1.5 -2.1 -0.9 0.27
C -4.59843 5.19774 -8.54439 -0.1 0.4 -0.3 -1.44
C -4.32601 5.48642 -7.08181 0.3 -0.4 -1.3 0.50
C -4.51815 4.29539 -6.19185 0.5 -0.8 -0.1 -0.53
O -4.87925 4.88525 -4.95699 -0.5 0.8 0.0 -0.27
C -5.45686 6.08638 -5.25254 -1.4 1.6 1.6 0.62
O -6.06229 6.77941 -4.45248 1.4 -1.6 -1.8 -0.55
O -5.27119 6.41119 -6.56883 -0.3 -0.1 1.2 -0.34
H -5.65235 4.94946 -8.70930 0.2 -0.1 0.2 0.36
H -4.39034 6.08716 -9.14913 0.1 -0.2 0.1 0.35
H -3.97727 4.37536 -8.91131 0.0 0.1 0.1 0.37
H -3.32540 5.91880 -6.96091 -0.1 -0.1 0.1 0.26
H -3.60219 3.70813 -6.08376 -0.2 0.1 0.2 0.36
H -5.33016 3.63359 -6.51339 0.1 0.1 -0.1 0.29
C -0.71668 -3.60936 -0.93700 -0.2 -0.2 -0.5 -1.35
C -0.19851 -2.20080 -1.14710 0.1 -1.5 0.2 0.55
C 0.24033 -1.53041 0.11998 0.6 -0.4 0.6 -0.07
O 0.02562 -0.16034 -0.16291 -0.9 0.6 -0.8 -0.31
C -0.96930 -0.10597 -1.09612 -0.9 1.4 -0.5 0.50
O -1.54899 0.91286 -1.43209 1.7 -2.3 0.5 -0.59
O -1.23552 -1.34819 -1.60468 0.0 1.6 0.3 -0.34
H -1.63607 -3.60830 -0.34176 0.2 0.1 0.1 0.31
H -0.97062 -4.06503 -1.90030 0.1 0.1 0.1 0.38
H 0.02798 -4.23869 -0.44082 -0.1 0.2 0.0 0.29
H 0.60079 -2.19918 -1.89804 0.0 0.1 0.1 0.23
H 1.29472 -1.71613 0.34210 -0.2 0.2 0.0 0.16
H -0.36180 -1.80518 0.99327 0.0 -0.1 -0.2 0.13
C -0.93680 -2.88317 5.53634 0.3 0.4 -0.1 -1.17
C -1.40939 -3.65204 4.31889 -0.3 0.9 1.3 0.51
C -1.69939 -5.09586 4.59956 -0.6 -0.3 0.7 -0.46
O -1.45136 -5.71133 3.34940 0.8 0.3 -1.0 -0.34
C -0.54536 -4.92348 2.69966 1.0 -0.3 -1.4 0.60
O 0.04532 -5.24206 1.68155 -1.1 0.6 2.0 -0.57
O -0.38236 -3.72705 3.34355 0.0 -1.2 -1.1 -0.26
H 0.03273 -3.25327 5.88653 -0.4 -0.1 -0.1 0.12
H -0.79321 -1.82717 5.28274 -0.2 -0.1 0.1 0.36
H -1.65958 -2.94844 6.35494 0.0 0.0 -0.2 0.40
H -2.27371 -3.15108 3.86636 0.0 -0.1 0.0 0.26
H -2.73596 -5.25686 4.90805 0.2 -0.1 -0.2 0.33
H -1.03199 -5.54057 5.34623 0.0 0.2 0.0 0.29
C 4.46635 -3.54295 2.61931 -0.6 0.0 -0.4 -1.02
C 4.06006 -3.10192 4.01110 0.8 0.1 -1.3 0.50
C 4.93889 -3.65373 5.09308 1.0 0.1 0.0 -0.45
O 4.06494 -3.70956 6.20499 -1.3 -0.1 0.1 -0.35
C 2.80211 -3.83795 5.70251 -1.4 -0.4 0.9 0.55
O 1.81653 -4.11001 6.36700 2.1 0.4 -1.2 -0.64
O 2.78620 -3.62496 4.35085 -0.4 -0.3 1.4 -0.12
H 4.34149 -4.62386 2.49430 0.1 0.4 0.3 0.02
H 3.82357 -3.06718 1.87062 0.1 0.1 0.1 0.22
H 5.50550 -3.27731 2.40391 -0.1 -0.1 0.1 0.41
H 4.00385 -2.00776 4.06057 0.0 -0.1 0.1 0.21
H 5.79062 -3.00209 5.30630 -0.2 -0.1 0.1 0.34
H 5.30658 -4.66514 4.88683 -0.1 0.1 -0.2 0.24
C 4.09505 -7.81283 -1.47293 0.3 0.3 -0.3 -1.41
C 4.80747 -8.04935 -0.15642 -0.6 -0.4 -1.3 0.49
C 3.88490 -8.43035 0.96216 -0.6 -0.7 0.0 -0.42
O 4.56786 -7.95066 2.10526 0.8 0.9 0.1 -0.30
C 5.34599 -6.91000 1.68665 1.1 1.3 1.2 0.69
O 5.92287 -6.13384 2.42943 -1.1 -1.8 -1.5 -0.57
O 5.39163 -6.84805 0.32038 0.2 0.2 1.4 -0.33
H 3.42915 -6.94536 -1.41246 0.0 -0.2 0.2 0.32
H 4.82315 -7.59141 -2.26091 -0.1 -0.1 0.1 0.35
H 3.51263 -8.68841 -1.77448 0.1 0.1 0.1 0.37
H 5.60648 -8.78942 -0.28558 -0.1 0.0 0.1 0.26
H 3.73921 -9.51204 1.02751 0.1 0.2 0.2 0.31
H 2.90578 -7.94122 0.90954 0.1 0.0 -0.1 0.26
C 2.12423 8.57452 1.17757 0.3 0.4 0.2 -1.41
C 2.26698 8.36065 -0.31594 -0.6 0.3 1.2 0.50
C 1.91025 6.97313 -0.75760 -0.9 -0.4 0.1 -0.18
O 2.70769 6.80052 -1.91411 0.9 0.5 -0.2 -0.27
C 3.79353 7.61427 -1.76424 2.1 0.0 -1.4 0.62
O 4.78614 7.58219 -2.47179 -2.2 0.1 1.6 -0.57
O 3.62480 8.47110 -0.71068 0.4 -0.6 -1.0 -0.33
H 2.83869 7.95991 1.73559 -0.2 -0.1 -0.2 0.36
H 2.34580 9.61679 1.43183 -0.1 -0.2 0.0 0.35
H 1.11136 8.34165 1.51909 0.1 0.0 -0.1 0.37
H 1.68996 9.11552 -0.86368 0.0 -0.1 0.0 0.25
H 0.84940 6.87797 -1.00478 0.2 -0.1 -0.1 0.04
H 2.17777 6.19852 -0.03020 0.0 0.2 0.1 0.30
```
Forces are in eV/Å.

strongest force on any atom	8.8	eV Å⁻¹
SMILES	COC(=O)C[C@H](C)Cl.C[C@@H]1COC(=O)O1.C[C@@H]1COC(=O)O1.C[C@@H]1COC(=O)O1.C[C@@H]1COC(=O)O1.C[C@@H]1COC(=O)O1.C[C@@H]1COC(=O)O1
gap between HOMO and LUMO	10.5	eV
LUMO	0.320	eV

The following is a quantum chemistry calculation of the ion C8H13N2 with charge +1, from the OMol25 dataset.

XYZ file:
```
23
Properties=species:S:1:pos:R:3:forces:R:3:mulliken_charge:R:1
C 2.37213 -1.13674 0.26372 1.9 -0.5 0.2 -0.26
C 3.22475 -0.09772 0.03580 3.0 -0.4 0.5 -0.45
C 1.20078 0.68803 0.11360 -1.2 1.1 -0.9 0.20
C -0.15563 1.26396 0.21677 -1.9 1.3 -1.7 -0.78
C -0.21494 -1.23739 0.16003 0.6 0.4 -0.7 -1.04
C -1.15402 0.00958 -0.04498 1.5 0.4 1.0 1.56
C -1.73351 0.10381 -1.42394 0.5 3.1 -1.6 -1.63
C -2.28590 -0.02364 0.97679 0.7 -3.5 -1.3 -1.76
N 1.15427 -0.60585 0.25486 -2.5 -1.0 0.2 0.24
N 2.48133 1.03104 -0.00928 -0.5 0.4 -0.5 -0.07
H 2.44689 -2.13749 0.61626 0.7 -0.6 -0.4 0.46
H 4.34455 0.10629 -0.01635 -1.8 -1.2 0.1 0.35
H -0.19690 1.63323 1.22737 -0.5 0.2 0.6 0.35
H -0.53206 2.14528 -0.46707 1.4 -1.7 1.1 0.34
H -0.49589 -1.82222 1.01777 0.3 0.2 0.8 0.39
H -0.16032 -2.00592 -0.63616 -0.2 0.8 -0.1 0.34
H -2.24382 -0.76302 -1.75917 -0.8 -0.8 0.0 0.44
H -0.92028 0.25782 -2.20695 -0.9 0.0 0.9 0.37
H -2.44240 1.05792 -1.47008 1.4 -2.1 -0.1 0.37
H -2.83311 -1.01401 0.67439 0.5 1.8 1.0 0.38
H -2.90875 0.79465 0.79123 -1.1 1.2 0.3 0.47
H -1.87335 -0.13625 1.97412 -0.4 0.3 0.3 0.48
H 2.92616 1.88863 -0.28871 -0.6 0.5 0.2 0.25
```
Forces are in eV/Å.

strongest force on any atom	3.8	eV Å⁻¹
SMILES	CC1(C)Cc2[nH+]ccn2C1
gap between HOMO and LUMO	11.1	eV
LUMO	-2.681	eV
charge	+1
ΔE to the lowest compared entry with this formula, charge and spin	116.4	kJ/mol

The following is a quantum chemistry calculation of the molecule C6H9NOS, from the OMol25 dataset.

XYZ file:
```
18
Properties=species:S:1:pos:R:3:forces:R:3:mulliken_charge:R:1
C -0.24397 -2.02797 -0.97099 3.4 1.5 1.6 0.15
C 0.39379 1.07444 1.41657 0.5 2.1 0.8 -0.34
C 0.34787 -0.41353 1.09347 2.0 1.1 -1.9 -0.78
C -1.19467 -0.17920 -1.02717 -0.4 1.0 -1.0 -0.65
C 1.35270 1.91517 0.55943 -1.8 0.9 -1.2 -0.42
C 0.16111 -0.56725 -0.43134 1.4 0.9 0.3 0.36
N -1.27790 -1.49245 -1.60599 -0.1 0.2 0.2 -0.08
O 0.30608 -3.07219 -0.78743 -0.7 -0.8 -0.4 -0.58
S 0.94027 3.37865 -0.14714 0.9 -2.2 1.2 -0.19
H -0.62398 1.53527 1.28263 1.0 -0.3 0.7 0.30
H 0.87606 1.28687 2.46307 -1.4 -0.5 -1.3 0.30
H 1.42879 -0.73680 1.22690 -1.7 -0.7 0.7 0.27
H -0.50517 -0.82768 1.58609 0.2 -0.9 0.9 0.37
H -2.02776 0.06922 -0.35466 0.4 -0.1 0.1 0.30
H -1.21564 0.49245 -1.87921 0.3 0.9 0.4 0.25
H 2.28335 1.40471 0.31461 0.3 0.4 0.2 0.37
H 1.10396 0.02580 -0.82895 -2.1 -1.7 -0.2 0.20
H -2.10490 -1.86551 -1.90990 -2.2 -1.6 -1.1 0.16
```
Forces are in eV/Å.

strongest force on any atom	4.1	eV Å⁻¹
SMILES	O=C1NC[C@H]1CCC=S
gap between HOMO and LUMO (spin up / spin down)	8.4 / 8.4	eV
LUMO (spin up / spin down)	-0.498 / -0.498	eV
ΔE to the lowest compared entry with this formula, charge and spin	105.3	kJ/mol

The following is a quantum chemistry calculation of a structure of composition C26H52Hg2N7O11, from the OMol25 dataset.

XYZ file:
```
98
Properties=species:S:1:pos:R:3:forces:R:3:lowdin_spin:R:1
Hg 2.45417 -3.76434 -1.37318 -0.9 0.8 -0.9 0.56
Hg 3.46874 -0.25475 -1.22726 -1.3 -0.3 2.1 0.03
O 4.11432 -2.23850 -1.91596 0.3 -0.3 -0.3 0.11
H 4.91414 -2.78041 -2.06142 -0.3 1.0 0.3 0.01
O 1.66300 -1.77041 -0.37627 -0.1 1.6 0.2 0.10
C 0.65238 -0.91909 0.16674 1.2 0.3 -0.2 0.01
C 0.83788 0.67118 -0.09515 1.4 -0.2 -1.0 0.00
O 2.13438 1.32241 -0.00084 0.5 -2.4 -0.5 0.02
H 0.55297 -1.07926 1.24031 0.3 0.0 0.4 0.00
H -0.32138 -1.22119 -0.21878 -0.4 0.3 -0.4 0.00
H 0.16796 1.28209 0.50991 -0.3 -0.3 0.4 0.00
H 0.56967 0.87325 -1.13213 -0.6 -0.3 -0.4 0.00
C 3.62082 -0.21064 5.80228 -0.2 -1.1 0.4 0.00
O 3.87497 -0.65093 6.92130 -0.2 0.1 -1.5 0.00
N 3.36370 -0.92170 4.65044 1.6 0.3 1.1 0.00
C 2.88805 -0.23580 3.47320 -0.3 0.0 -0.3 0.00
C 3.24433 -2.36233 4.53648 -0.3 -0.4 0.3 0.00
H 3.51902 0.87133 5.62576 0.1 0.1 -0.1 0.00
H 1.82097 -0.07819 3.63002 -0.2 0.3 -0.7 0.00
H 3.06694 -0.86677 2.60258 -0.3 0.0 0.0 0.00
H 3.40553 0.68968 3.22061 0.0 0.1 0.5 0.00
H 3.81177 -3.03615 5.17842 0.3 0.9 0.7 0.00
H 2.19315 -2.58913 4.71448 -0.1 -0.4 -0.3 0.00
H 3.57201 -2.66939 3.54328 -0.4 0.2 -0.2 0.00
C -1.88789 0.23610 -3.21557 -1.5 -0.6 0.0 0.00
O -2.87901 0.93324 -3.05905 0.7 0.3 -0.1 0.00
N -1.66442 -0.53247 -4.31492 0.5 0.1 1.4 0.00
C -0.74210 -1.64919 -4.12700 -1.0 -1.2 -0.1 0.00
C -2.56008 -0.53579 -5.45529 0.9 0.0 -0.9 0.00
H -1.16821 0.03383 -2.40727 0.3 0.3 -0.1 0.00
H -0.25291 -1.93722 -5.05751 0.3 0.3 0.1 0.00
H -1.30928 -2.52828 -3.82105 -0.5 -0.4 -0.4 0.00
H -0.09632 -1.63760 -3.24897 0.5 1.1 -0.3 0.00
H -3.22031 -1.39060 -5.60196 0.0 -0.3 0.7 0.00
H -3.16770 0.36370 -5.55429 0.3 0.0 0.4 0.00
H -1.84663 -0.59085 -6.27751 -0.3 0.2 -0.6 0.00
C -0.95906 1.45567 3.43918 -1.9 -1.5 1.4 0.00
O -1.71988 0.67491 4.04226 1.1 1.0 -1.3 0.00
N -0.08225 2.24043 4.06334 1.0 0.6 0.6 0.00
C 0.89003 2.94982 3.27582 1.6 0.6 0.3 0.00
C 0.23214 2.10372 5.50752 -0.5 0.2 -0.9 0.00
H -0.96005 1.61382 2.34960 -0.2 -0.2 0.1 0.00
H 1.85888 2.46613 3.40021 0.1 -0.5 -0.6 0.00
H 1.18507 3.93122 3.64719 -0.9 0.4 0.4 0.00
H 0.67192 3.10369 2.21900 -0.3 -0.5 0.1 0.00
H -0.46991 1.39277 5.94317 0.0 0.3 0.0 0.00
H 1.24498 1.73838 5.67712 0.1 -0.1 -0.3 0.00
H 0.17553 3.09986 5.94637 -0.2 -0.1 0.2 0.00
C -1.24832 5.62829 -2.52145 -0.3 -0.8 0.1 0.00
O -1.92951 6.47577 -3.06612 0.2 0.2 0.0 0.00
N -1.74329 4.50924 -1.92866 -0.6 1.0 -1.3 0.00
C -0.95703 3.47896 -1.31901 -0.5 -0.4 0.3 0.00
C -3.21366 4.32186 -1.93019 1.0 0.5 0.9 0.00
H -0.14850 5.67198 -2.49514 0.1 0.0 0.1 0.00
H 0.09103 3.48845 -1.61831 -0.1 0.1 0.1 0.00
H -1.43646 2.53886 -1.59189 0.4 -0.3 -0.2 0.00
H -1.05954 3.51849 -0.23456 0.3 0.1 0.2 0.00
H -3.41266 3.25969 -2.07265 -0.3 0.2 -0.2 0.00
H -3.51579 4.64699 -0.93465 -0.6 -0.3 0.0 0.00
H -3.67674 5.00601 -2.64125 0.2 -0.4 -0.2 0.00
C 3.52810 -5.21584 1.40603 -0.9 1.5 -3.3 0.03
O 3.41078 -4.26619 0.55390 1.7 -2.1 3.6 0.11
N 2.60895 -5.50443 2.29617 -0.3 -1.3 0.0 0.01
C 2.52916 -6.86278 2.77272 0.4 -0.9 1.9 0.00
C 1.52261 -4.64938 2.66856 -0.3 0.6 0.3 0.00
H 4.28036 -6.01821 1.35602 0.3 0.6 -0.3 0.00
H 2.63048 -6.87492 3.85793 -0.2 0.2 0.3 0.00
H 3.32734 -7.54378 2.47734 0.2 0.5 -0.6 0.00
H 1.59561 -7.39503 2.59029 -0.2 0.5 -0.5 0.00
H 1.58771 -3.71394 2.11285 0.0 0.0 0.1 0.00
H 0.54152 -5.09990 2.51826 0.1 -0.2 -0.3 0.00
H 1.62845 -4.49901 3.74293 -0.2 0.3 0.0 0.00
C 1.83798 0.47354 -4.16844 -2.0 2.0 -3.5 0.00
O 2.30467 0.10445 -3.15443 1.5 -1.3 2.8 0.01
N 1.63881 1.76259 -4.51414 -0.7 0.7 -0.5 0.00
C 1.01343 2.12525 -5.84042 0.7 0.0 1.1 0.00
C 2.17010 2.89439 -3.70244 -1.1 -0.5 -0.4 0.00
H 1.46659 -0.22816 -4.93125 0.0 0.0 -0.1 0.00
H 1.81573 2.08201 -6.57700 -0.3 0.2 -0.3 0.00
H 0.57681 3.12134 -5.76797 0.5 0.2 0.1 0.00
H 0.14699 1.53955 -6.14757 0.3 -0.7 0.3 0.00
H 1.36275 3.54376 -3.36391 -0.3 -0.1 -0.2 0.00
H 2.60090 2.52742 -2.77086 0.5 -0.1 -0.4 0.00
H 2.77865 3.52619 -4.34943 0.5 -0.2 0.3 0.00
C -4.68189 -2.16259 0.18097 -1.1 -0.4 0.9 0.00
C -5.83579 -1.61973 0.75851 0.7 1.5 -0.3 0.00
C -5.96711 -0.18558 0.87533 -0.1 -2.0 -1.5 0.00
C -4.94683 0.59124 0.35398 1.2 -0.7 0.7 0.00
C -3.71658 -0.01134 -0.05215 -0.6 1.1 0.1 0.00
C -3.60128 -1.38112 -0.12865 -0.1 0.6 -0.1 0.00
N -5.01379 2.08733 0.40050 0.4 0.0 -1.2 0.00
O -6.02782 2.63085 -0.02653 0.7 -0.6 0.8 0.00
O -3.98537 2.67006 0.72676 -0.9 -0.4 0.0 0.00
H -4.54012 -3.21366 -0.02286 -0.5 -0.3 0.4 0.00
H -6.64179 -2.23903 1.12352 0.0 -0.1 -0.2 0.00
H -6.96701 0.16212 1.08910 0.2 0.5 0.5 0.00
H -2.88883 0.60956 -0.36152 -0.1 0.2 0.1 0.00
H -2.70215 -1.90745 -0.41315 0.3 0.4 -0.3 0.00
```
Forces are in eV/Å.

strongest force on any atom	4.5	eV Å⁻¹
multiplicity	2
gap between HOMO and LUMO (spin up / spin down)	6.8 / 6.6	eV
LUMO (spin up / spin down)	-0.747 / -1.616	eV
⟨S²⟩	0.75

Electronic energy values (in eV) by entry order: -9440.9413; -22319.2439; -84273.4679; -11480.2820; -20738.5677; -69098.8071.